(1)
# C45H62N4O3ReS

A molecular structure, C45H62N4O3ReS (ωB97M-V/def2-TZVPD, the OMol25 dataset).

CARTESIAN COORDINATES (ANGSTROEM)
Re1 -0.0395 -1.4509 -1.1893
C1 -4.1399 3.5120 1.8538
C2 -4.3605 3.4562 0.3288
C3 -4.1064 4.8370 -0.2291
C4 -5.7750 2.9586 0.0704
C5 -3.3408 2.4874 -0.3719
C6 -2.7200 1.4870 0.3550
C7 -1.7087 0.7537 -0.2767
N1 -0.9211 -0.3505 0.2203
C8 -0.5547 -0.5216 1.5372
C9 -1.1216 -0.0187 2.6767
C10 -0.4027 -0.1214 3.8478
C11 0.7711 -0.9181 3.9028
C12 1.3251 -1.6306 2.8550
C13 0.6664 -1.2772 1.6238
O1 1.1122 -1.6300 0.4856
C14 2.4470 -2.5580 2.9373
C15 2.8910 -2.7322 4.3846
C16 2.0751 -3.9771 2.4668
C17 3.6288 -2.0013 2.1096
C18 -0.8445 0.6024 5.1610
C19 -2.2947 1.0481 5.1160
C20 0.0867 1.8390 5.1863
C21 -0.6683 -0.3569 6.4075
C22 -1.5085 0.8760 -1.6345
O2 -0.4612 0.1076 -2.1109
C23 -2.2094 1.7877 -2.4035
C24 -3.1060 2.5953 -1.7550
C25 -1.9821 1.9085 -3.9266
C26 -2.4492 0.6334 -4.7033
C27 -2.7930 3.0833 -4.5076
C28 -0.5068 2.1954 -4.1780
H1 -4.7783 4.2700 2.2005
H2 -4.3325 2.6041 2.3290
H3 -3.0879 3.7666 2.1803
H4 -4.6602 5.5901 0.3578
H5 -3.1155 5.2237 -0.1136
H6 -4.5230 4.9661 -1.2158
H7 -6.4996 3.6629 0.4707
H8 -5.9771 2.9469 -0.9993
H9 -5.9168 1.9353 0.4294
H10 -2.9187 1.3111 1.3949
H11 -2.1279 0.4299 2.7342
H12 1.2368 -1.1263 4.8727
H13 2.0211 -3.0346 5.0016
H14 3.6063 -3.5075 4.5477
H15 3.3933 -1.8144 4.6566
H16 1.2838 -4.3689 3.0314
H17 1.8234 -3.9868 1.3664
H18 2.9191 -4.6475 2.6597
H19 4.0062 -1.1284 2.6290
H20 4.4477 -2.7558 2.1679
H21 3.3855 -1.8709 1.0505
H22 -2.4293 1.8158 4.3871
H23 -2.9464 0.2168 4.8349
H24 -2.6948 1.5095 6.0458
H25 -0.2278 2.4506 4.3350
H26 -0.0090 2.4007 6.1058
H27 1.1469 1.5489 5.1266
H28 -1.1128 -1.3352 6.1779
H29 0.3832 -0.5646 6.6868
H30 -1.1046 0.0841 7.2730
H31 -3.6401 3.4327 -2.1918
H32 -3.4741 0.4936 -4.5188
H33 -2.2151 0.8807 -5.7190
H34 -1.9167 -0.2520 -4.4162
H35 -3.8718 2.9681 -4.5254
H36 -2.5498 4.0837 -4.0581
H37 -2.4849 3.1461 -5.5468
H38 0.1332 1.4023 -3.7727
H39 -0.2904 2.2181 -5.2400
H40 -0.2574 3.1461 -3.7542
C29 4.0879 2.3694 -0.6935
C30 5.2724 1.3474 -0.7972
C31 5.7204 0.9894 0.6371
C32 6.4769 2.0431 -1.4414
C33 4.7660 0.1487 -1.5797
C34 5.6343 -0.5561 -2.4705
C35 5.1856 -1.5545 -3.3375
C36 3.8252 -1.8905 -3.3034
S1 2.9251 -3.0762 -4.2405
C37 1.4929 -2.7369 -3.3551
N2 1.6833 -1.8533 -2.3947
C38 2.9640 -1.3045 -2.3496
C39 3.4446 -0.2809 -1.5493
C40 0.1483 -3.2476 -3.5481
C41 -0.2543 -4.2425 -4.4853
C42 -1.5835 -4.6079 -4.5238
C43 -2.5408 -3.9320 -3.7356
C44 -2.1810 -2.9915 -2.8011
C45 -0.8438 -2.6058 -2.7283
H41 4.5085 3.2959 -0.2803
H42 3.3117 2.0463 0.0596
H43 3.5725 2.5662 -1.6267
H44 5.8545 1.8516 1.2762
H45 6.6823 0.4460 0.6857
H46 4.9549 0.3534 1.1358
H47 6.7528 2.9942 -1.0803
H48 6.2687 2.1586 -2.5200
H49 7.3599 1.4250 -1.2188
H50 6.7009 -0.2958 -2.4815
H51 5.8048 -2.1468 -3.9824
H52 2.8072 0.1985 -0.8279
H53 0.4808 -4.6660 -5.1400
H54 -1.8396 -5.4199 -5.2185
H55 -3.5953 -4.1607 -3.8568
H56 -2.9375 -2.4881 -2.2072
N3 -1.5435 -3.1777 0.7415
N4 -0.5424 -3.4992 -0.2794
H57 -1.6657 -4.0335 1.2216
H58 -2.4123 -2.8530 0.3685
H59 -0.7862 -4.2302 -0.9433
H60 0.2478 -3.7995 0.2919
O3 -4.2365 -1.2621 -0.1699
H61 -5.0036 -1.3308 0.4157
H62 -4.5811 -0.7260 -0.8870

The net charge is +2. The expectation value of S² is 3.81. The value obtained for the energy above the lowest of the compared OMol25 structures with the same formula, charge and spin is 1.714 eV. Its electronic energy is -2672.61224 hartree. The spin multiplicity is 4. The calculation puts the gap between HOMO and LUMO (alpha / beta) at 6.617 / 5.483 eV.


(2)
# C16H44N4O4

4 unconnected molecules or ions with the total composition C16H44N4O4 (ωB97M-V/def2-TZVPD, the OMol25 dataset).

CARTESIAN COORDINATES (ANGSTROEM)
C1 -13.8165 -6.7162 23.0636
C2 -13.4023 -7.5971 24.2279
C3 -14.0020 -9.0029 24.2462
O1 -13.1778 -10.0687 24.6652
C4 -12.9445 -10.1234 26.0434
N1 -11.9744 -7.7500 24.2111
H1 -13.5928 -7.0035 22.0362
H2 -13.2112 -5.8097 23.0685
H3 -14.8788 -6.4752 23.1010
H4 -13.5568 -7.0017 25.1277
H5 -14.3265 -9.3180 23.2544
H6 -14.8564 -8.8658 24.9090
H7 -12.0242 -10.6670 26.2568
H8 -13.7869 -10.6518 26.4897
H9 -12.8523 -9.1407 26.5061
H10 -11.6621 -8.7097 24.2511
H11 -11.7449 -7.4108 23.2879
C5 -9.1061 -7.0584 25.9890
C6 -9.8716 -6.1872 26.9951
C7 -9.3093 -4.8297 27.3949
O2 -7.8807 -4.7460 27.4840
C8 -7.4716 -3.6237 28.2089
N2 -11.2258 -6.1810 26.5142
H12 -8.9365 -6.6126 25.0089
H13 -9.6666 -7.9739 25.8000
H14 -8.0950 -7.3912 26.2236
H15 -9.9275 -6.7741 27.9119
H16 -9.8816 -4.5201 28.2693
H17 -9.6287 -4.0682 26.6834
H18 -7.5133 -2.7613 27.5436
H19 -6.4063 -3.6863 28.4311
H20 -8.1382 -3.5198 29.0650
H21 -11.4384 -7.1127 26.1873
H22 -11.3055 -5.5918 25.6978
C9 -12.5014 -2.4328 19.9506
C10 -12.7667 -1.8917 21.3533
C11 -12.9298 -0.3631 21.4803
O3 -12.5583 0.3023 22.6409
C12 -13.2358 -0.0649 23.8087
N3 -13.8390 -2.4948 22.0499
H23 -12.1770 -1.6441 19.2717
H24 -13.3911 -2.6600 19.3633
H25 -11.7188 -3.1914 19.9412
H26 -11.9069 -2.0620 22.0012
H27 -13.9653 -0.0839 21.2857
H28 -12.4614 0.1141 20.6195
H29 -14.3237 -0.1334 23.8031
H30 -12.7898 0.4492 24.6601
H31 -12.9676 -1.0967 24.0359
H32 -14.7354 -2.5481 21.5875
H33 -13.6806 -3.4781 22.2178
C13 -16.7361 -9.4887 20.4578
C14 -16.3270 -10.8585 21.0141
C15 -17.2971 -11.4101 22.0712
O4 -17.0602 -12.8220 22.3964
C16 -16.1018 -13.1541 23.3960
N4 -16.1942 -11.7987 19.9286
H34 -16.2295 -9.2805 19.5154
H35 -16.4217 -8.8050 21.2463
H36 -17.8016 -9.3123 20.3109
H37 -15.3256 -10.6656 21.3988
H38 -18.2930 -11.5938 21.6678
H39 -17.4896 -10.8163 22.9647
H40 -15.9189 -12.2423 23.9646
H41 -15.2736 -13.6355 22.8761
H42 -16.6385 -13.7750 24.1133
H43 -15.9757 -12.7063 20.3141
H44 -17.1554 -11.9114 19.6396

The net charge is -1. The expectation value of S² is 0.75. The value obtained for the energy above the lowest of the compared OMol25 structures with the same formula, charge and spin is 0.476 eV. Its electronic energy is -1155.77624 hartree. The spin multiplicity is 2. The calculation puts the gap between HOMO and LUMO (alpha / beta) at 1.873 / 8.678 eV.


(3)
# H10O4S

5 unconnected molecules or ions with the total composition H10O4S (ωB97M-V/def2-TZVPD, the OMol25 dataset).

CARTESIAN COORDINATES (ANGSTROEM)
O1 0.1234 -0.2880 1.4087
H1 0.9412 -0.4166 1.9089
H2 0.5966 0.0671 0.6217
O2 -2.3352 0.1317 0.5887
H3 -2.9785 -0.2190 1.2110
H4 -1.4502 0.2220 1.0113
O3 -1.9697 -0.6572 -1.8633
H5 -2.0628 -0.4129 -0.9316
H6 -2.7763 -0.3537 -2.2929
O4 0.5669 0.2261 -1.6527
H7 -0.2635 -0.1692 -1.9459
H8 1.2513 -0.3835 -1.9586
S1 3.1135 0.8631 1.5166
H9 4.2359 1.5689 1.6986
H10 3.0073 -0.1788 0.6795

The value obtained for the energy above the lowest of the compared OMol25 structures with the same formula, charge and spin is 1.035 eV. Its electronic energy is -705.10900 hartree. The calculation puts the gap between HOMO and LUMO at 10.608 eV.


(4)
# C9H19NO3

A single C9H19NO3 molecule (ωB97M-V/def2-TZVPD, the OMol25 dataset).

CARTESIAN COORDINATES (ANGSTROEM)
C1 -2.2553 0.2532 -2.9381
O1 -2.9480 -0.9077 -2.5445
C2 -2.2289 -1.7135 -1.6325
C3 -2.5282 -1.3475 -0.1863
C4 -1.3682 -1.6442 0.7711
C5 -0.2407 -0.6255 0.6103
C6 0.9870 -0.9622 1.4501
C7 2.3245 -0.3131 1.0169
C8 2.2165 0.9505 0.1863
N1 1.3805 1.9899 0.8273
C9 2.0181 3.0555 1.4535
O2 1.5144 4.1709 1.5433
O3 3.1762 2.7174 2.1142
H1 -1.7112 0.0873 -3.8659
H2 -2.9823 1.0404 -3.1128
H3 -1.5796 0.6021 -2.1595
H4 -2.5257 -2.7443 -1.8093
H5 -1.1628 -1.6623 -1.8499
H6 -2.7577 -0.2847 -0.1466
H7 -3.4143 -1.8747 0.1525
H8 -0.9910 -2.6478 0.5917
H9 -1.7549 -1.5395 1.7791
H10 -0.6403 0.3246 0.9590
H11 0.0059 -0.4852 -0.4375
H12 1.1220 -2.0417 1.3946
H13 0.7935 -0.7463 2.4946
H14 2.9051 -1.0530 0.4753
H15 2.8871 -0.0641 1.9119
H16 3.2259 1.3269 0.0364
H17 1.8390 0.7244 -0.8038
H18 0.7758 2.4127 0.1395
H19 3.9177 3.0017 1.5790

The value obtained for the energy above the lowest of the compared OMol25 structures with the same formula, charge and spin is 0.313 eV. Its electronic energy is -634.78327 hartree. The calculation puts the gap between HOMO and LUMO at 10.181 eV.


(5)
# C26H50OP2PbSi

A molecular structure, C26H50OP2PbSi (ωB97M-V/def2-TZVPD, the OMol25 dataset).

CARTESIAN COORDINATES (ANGSTROEM)
Pb1 -2.2407 0.1134 -2.7404
C1 -1.8869 1.9840 3.6852
C2 -2.7974 0.9153 3.5013
C3 -0.9831 0.1173 4.6767
C4 -0.7970 1.5075 4.4716
C5 -2.2110 -0.2497 4.0621
C6 -2.1179 3.3818 3.2608
H1 -2.5650 3.4023 2.2583
H2 -1.1724 3.9319 3.2404
H3 -2.7989 3.9515 3.9156
C7 0.3201 2.3250 4.9818
H4 0.0766 3.3937 4.9540
H5 1.2270 2.1721 4.3860
H6 0.5673 2.0505 6.0167
C8 -0.0790 -0.7768 5.4317
H7 0.3514 -0.2761 6.3102
H8 0.7557 -1.1114 4.8015
H9 -0.6102 -1.6714 5.7724
C9 -2.8186 -1.6009 4.0845
H10 -3.5615 -1.7494 4.8872
H11 -2.0451 -2.3684 4.2277
H12 -3.3453 -1.7887 3.1396
C10 -4.0772 0.9554 2.7537
H13 -4.9435 1.0980 3.4185
H14 -4.2448 0.0066 2.2185
H15 -4.0821 1.8040 2.0546
C11 0.0935 0.2696 -4.4295
C12 -0.9062 1.2085 -4.2518
C13 -2.1024 1.4527 -5.1764
C14 -2.8261 0.1227 -5.6016
C15 -2.8493 -1.0542 -4.6578
C16 -1.7522 -1.7374 -4.0242
C17 -0.4656 -2.1441 -4.7200
C18 0.1211 -0.8770 -5.3706
H16 -1.7715 2.0365 -6.0529
H17 -2.5472 -0.1986 -6.6332
H18 -2.8762 2.0967 -4.7176
H19 -0.4764 -0.6498 -6.2626
H20 1.0925 0.5184 -4.0646
H21 -0.6207 2.0680 -3.6506
H22 1.1361 -1.0674 -5.7689
H23 0.2564 -2.5743 -4.0102
H24 -1.9885 -2.3153 -3.1127
H25 -0.6024 -2.9613 -5.4490
H26 -3.9074 0.3949 -5.6319
H27 -3.8471 -1.5710 -4.6688
P1 1.4472 0.9937 -0.6880
C19 2.6296 1.9735 -1.6476
C20 -0.0289 1.9468 -0.8006
P2 1.7940 -2.1236 -0.7180
C21 1.4569 -0.5734 -1.6357
C22 0.1275 -2.7356 -0.2789
C23 2.3597 -3.2403 -2.0511
H28 3.6717 1.7291 -1.4661
H29 2.4406 3.0110 -1.3797
H30 2.3976 1.8145 -2.7033
H31 -0.5662 1.8782 -1.7546
H32 0.2606 3.0112 -0.7253
H33 -0.7015 1.7011 0.0232
H34 2.2144 -2.7570 -3.0159
H35 1.8056 -4.1820 -1.9975
H36 3.4251 -3.4659 -1.9174
H37 2.2835 -0.6040 -2.3844
H38 0.5075 -0.7775 -2.1674
H39 -0.1248 -2.3884 0.7333
H40 0.1525 -3.8301 -0.2850
H41 -0.6087 -2.3698 -1.0093
C24 4.3241 0.4827 0.5515
Si1 2.9489 -0.1488 1.6187
C25 2.9446 -2.0196 1.8995
C26 2.8246 0.5707 3.3336
O1 1.6474 0.7630 0.8238
H42 5.2827 0.3129 1.0344
H43 4.2231 1.5594 0.4172
H44 4.3515 0.0261 -0.4409
H45 3.8380 -2.2173 2.4843
H46 2.0974 -2.3510 2.5072
H47 3.0300 -2.6989 1.0390
H48 2.6866 1.6531 3.3053
H49 2.0100 0.1467 3.9305
H50 3.7661 0.3747 3.8497

The net charge is +2. Its electronic energy is -2260.28622 hartree. The calculation puts the gap between HOMO and LUMO (alpha / beta) at 3.155 / 3.854 eV.


(6)
# C4H10N2O

A single C4H10N2O molecule (ωB97M-V/def2-TZVPD, the OMol25 dataset).

CARTESIAN COORDINATES (ANGSTROEM)
C1 -2.0186 0.7107 -1.1857
N1 -1.3993 -0.3910 -0.3158
C2 -0.1498 -1.0307 -0.3437
O1 0.0249 -2.1587 -0.8385
C3 1.0567 -0.1464 0.0773
C4 0.6878 0.7472 1.2798
N2 2.2708 -0.9851 0.2878
H1 -2.6946 1.2946 -0.6029
H2 -1.4358 1.5911 -1.6425
H3 -2.5385 0.2229 -1.9786
H4 -2.0104 -1.0833 -0.2337
H5 1.3334 0.5418 -0.7852
H6 -0.3170 1.2407 1.1326
H7 1.4040 1.4654 1.6408
H8 0.5489 0.0260 2.0638
H9 2.9740 -0.2621 0.5130
H10 2.2637 -1.7830 0.9315

The value obtained for the energy above the lowest of the compared OMol25 structures with the same formula, charge and spin is 2.543 eV. Its electronic energy is -343.10802 hartree. The calculation puts the gap between HOMO and LUMO at 9.994 eV.


(7)
# C16H38AsIrN6O5Si2

A molecular structure, C16H38AsIrN6O5Si2 (ωB97M-V/def2-TZVPD, the OMol25 dataset).

CARTESIAN COORDINATES (ANGSTROEM)
Ir1 0.6759 0.4901 0.9572
N1 2.3648 0.6607 2.6372
C1 1.8320 1.3892 3.7953
C2 0.7417 2.3695 3.3979
O1 0.3575 3.1904 4.2051
N2 0.2663 2.2161 2.1251
C3 -0.8135 3.0930 1.7149
C4 -1.7439 2.3422 0.7762
O2 -2.9334 2.6637 0.7079
O3 -1.1840 1.4176 0.0756
H1 2.8009 -0.2053 2.9316
H2 3.0802 1.2168 2.1826
H3 2.5968 1.9483 4.3307
H4 1.3890 0.6856 4.5004
H5 -0.4176 3.9350 1.1377
H6 -1.3642 3.4942 2.5586
N3 -0.7739 -0.9031 2.3815
C5 -0.9513 -2.2355 1.7867
C6 -2.0873 -3.1074 2.3665
C7 -3.3764 -2.4452 2.8917
C8 -4.5801 -2.5018 1.9505
N4 -4.3748 -1.8158 0.6887
C9 -4.4418 -0.5009 0.5227
N5 -4.0854 0.0226 -0.6470
N6 -4.8690 0.3164 1.4913
C10 -0.9098 -2.0168 0.2568
O4 -1.8238 -2.3925 -0.4738
O5 0.1761 -1.4371 -0.1235
H7 -0.4850 -0.9682 3.3509
H8 -1.6349 -0.3658 2.3510
H9 -0.0225 -2.7720 1.9823
H10 -1.6394 -3.6478 3.2008
H11 -2.3398 -3.8564 1.6135
H12 -3.1922 -1.4088 3.1886
H13 -3.6831 -2.9669 3.7996
H14 -5.4624 -2.1034 2.4536
H15 -4.8028 -3.5393 1.7069
H16 -3.7295 -2.2865 0.0562
H17 -3.5576 -0.5527 -1.2846
H18 -3.8514 1.0094 -0.6382
H19 -5.2439 -0.0295 2.3534
H20 -4.8189 1.3115 1.3408
C11 5.0839 1.0006 -0.3033
Si1 4.1597 0.3270 -1.7911
C12 4.4770 -1.5009 -2.0330
C13 4.5930 1.2880 -3.3385
As1 1.8557 0.7057 -1.3021
Si2 0.6714 0.5034 -3.3678
C14 1.0202 2.1209 -4.2495
C15 1.3813 -0.9836 -4.2577
C16 -1.1523 0.3001 -3.0693
H21 6.1617 1.0144 -0.4857
H22 4.9042 0.3827 0.5820
H23 4.7678 2.0242 -0.0848
H24 5.5133 -1.6588 -2.3443
H25 3.8257 -1.9159 -2.8050
H26 4.3080 -2.0634 -1.1116
H27 5.6706 1.2352 -3.5194
H28 4.3192 2.3418 -3.2458
H29 4.0889 0.8800 -4.2178
H30 2.0804 2.2339 -4.4871
H31 0.7225 2.9631 -3.6200
H32 0.4560 2.1836 -5.1844
H33 2.4424 -0.8608 -4.4865
H34 0.8495 -1.1399 -5.2005
H35 1.2573 -1.8818 -3.6469
H36 -1.5385 1.2025 -2.5901
H37 -1.3304 -0.5620 -2.4230
H38 -1.6760 0.1464 -4.0177

The net charge is +1. The expectation value of S² is 8.77. The value obtained for the energy above the lowest of the compared OMol25 structures with the same formula, charge and spin is 0.000 eV. Its electronic energy is -4256.15048 hartree. The spin multiplicity is 6. The calculation puts the gap between HOMO and LUMO (alpha / beta) at 7.923 / 6.679 eV.


(8)
# C17H33MoNO3P2

A molecular structure, C17H33MoNO3P2 (ωB97M-V/def2-TZVPD, the OMol25 dataset).

CARTESIAN COORDINATES (ANGSTROEM)
Mo1 0.1091 0.1160 -0.0310
P1 2.5198 -0.1478 -0.1742
P2 -2.4409 0.1110 0.1753
N1 0.0426 1.0634 -1.5357
H1 1.2678 -2.3123 2.1303
C1 3.1570 -1.6340 -0.9950
H2 4.2564 -1.6085 -0.9845
H3 2.7901 -1.6625 -2.0302
H4 2.7918 -2.5210 -0.4583
C2 3.3389 -0.1048 1.4451
H5 4.4098 -0.2997 1.2960
H6 2.9012 -0.8718 2.0981
H7 3.2003 0.8772 1.9162
C3 3.2082 1.2602 -1.1053
H8 4.3017 1.2444 -1.0182
H9 2.8274 2.2109 -0.7124
H10 2.9252 1.1876 -2.1626
C4 -3.4144 -1.2626 -0.5075
H11 -4.4835 -1.0547 -0.3545
H12 -3.1212 -2.1853 0.0100
H13 -3.1946 -1.3544 -1.5786
C5 -3.0328 0.2076 1.8970
H14 -4.1317 0.2062 1.8838
H15 -2.6679 1.1293 2.3671
H16 -2.6490 -0.6583 2.4496
C6 -3.1420 1.6063 -0.5954
H17 -4.2109 1.6639 -0.3540
H18 -3.0043 1.5491 -1.6808
H19 -2.6251 2.4965 -0.2183
C7 -0.0138 1.8801 -2.6081
C8 0.0194 2.2283 -5.0188
C9 -0.0270 1.3584 -3.9396
C10 -0.0221 3.2920 -2.4198
C11 0.0198 4.1402 -3.5182
C12 0.0395 3.6146 -4.8164
H20 0.0455 1.8255 -6.0339
H21 -0.0446 0.2740 -4.0838
H22 -0.0329 3.6821 -1.3980
H23 0.0430 5.2173 -3.3534
H24 0.0741 4.2875 -5.6741
C13 0.1957 -2.5913 2.0063
O1 -0.4703 -1.6398 1.2373
C14 0.1584 -3.9660 1.3151
H25 -0.1113 -4.7601 2.0224
H26 1.1453 -4.2105 0.9095
H27 -0.5556 -3.9952 0.4845
C15 -0.4497 -2.5973 3.3972
H28 -1.4736 -2.9905 3.3547
H29 -0.5218 -1.5788 3.7938
H30 0.1316 -3.2039 4.1028
C16 0.6255 2.1049 3.8293
O2 0.5364 1.2274 2.7049
C17 0.1983 1.7443 1.4745
O3 -0.0729 2.9160 1.2435
H31 0.4640 3.1543 3.5760
H32 1.6192 1.9604 4.2519
H33 -0.1161 1.7651 4.5516

The expectation value of S² is 2.04. The value obtained for the energy above the lowest of the compared OMol25 structures with the same formula, charge and spin is 0.000 eV. Its electronic energy is -1698.90986 hartree. The spin multiplicity is 3. The calculation puts the gap between HOMO and LUMO (alpha / beta) at 5.738 / 6.959 eV.